Density functional theory data (wB97M-V/def2-TZVPD) for C7H18AsNO3RuS5 as an isolated structure in a non-equilibrium geometry.

Last column: Löwdin charge in e.
CARTESIAN COORDINATES (ANGSTROEM)
C -1.77 -0.01 -2.20  -0.224
H -2.66 1.79 -0.33  0.053
H -0.91 -2.80 -3.00  0.017
N 1.45 -2.21 3.39  -0.238
S 3.53 -1.08 -0.32  0.034
H -2.85 0.23 2.10  0.082
O 2.34 -2.35 2.53  -0.231
H -1.80 -0.08 -3.29  0.025
H -2.49 -0.56 0.54  0.055
H -1.48 -0.88 1.95  0.042
H 0.05 0.83 2.85  0.022
O -0.12 0.63 0.15  -0.483
H -2.53 2.69 1.19  0.075
H -0.08 -1.65 -4.08  0.017
C -1.96 2.18 0.41  -0.057
H 0.21 2.41 2.06  0.063
H 0.85 -2.73 -3.01  0.010
C -0.05 -2.13 -3.10  -0.327
C -1.13 1.05 1.05  -0.711
H 2.19 -0.24 -2.44  -0.022
Ru 1.55 -0.67 1.06  0.466
C 1.29 0.34 -2.25  -0.273
H 0.93 0.76 -3.20  0.037
S 0.23 -2.34 -0.10  0.185
S 2.79 1.03 2.08  -0.053
As -0.09 -0.83 -1.60  0.730
C -2.05 -0.11 1.44  -0.062
H -1.29 2.90 -0.06  0.085
S 5.17 -0.80 0.68  -0.041
H -1.25 2.02 2.99  0.081
O 0.61 -1.33 3.12  -0.245
H -1.78 1.03 -1.90  0.008
H -2.63 -0.53 -1.78  0.034
S 4.70 0.71 2.29  -0.086
C -0.49 1.61 2.32  -0.090
H 1.49 1.13 -1.54  0.022

## Properties
Spin multiplicity = 2
DFT total energy = -4879.5738 Ha
Relative energy (zero: lowest compared OMol25 entry of this formula, charge and spin) = 32.55 kcal/mol
<S²> = 0.9793
Total charge = -1
Gap between HOMO and LUMO (alpha / beta) = 6.52 / 5.17 eV

Density functional theory data (wB97M-V/def2-TZVPD) for C7H18AuI2NO3P2 as an isolated structure in a non-equilibrium geometry.

Last column: Löwdin charge in e.
CARTESIAN COORDINATES (ANGSTROEM)
P 2.14 0.95 -0.73  0.745
C -2.73 -1.10 1.97  -0.213
I -1.38 2.46 -0.42  0.928
H -3.70 -1.62 2.03  0.087
H -1.55 -3.44 0.47  0.019
H 2.90 2.49 -2.37  0.084
O 0.83 1.86 0.73  -0.851
N 0.32 2.95 1.59  -0.120
H 3.62 -0.90 -0.71  0.023
I 1.29 -2.34 0.63  0.625
H -2.00 -1.61 2.62  0.065
H 3.96 2.15 0.28  0.082
H 4.04 0.34 -1.95  0.083
H 2.67 -0.79 -2.22  0.063
C 1.91 2.26 -1.96  -0.227
H -3.15 -3.20 -0.31  0.079
H -1.63 -2.92 -1.23  0.058
H 1.46 3.16 -1.53  0.042
H -3.73 0.60 -0.34  0.013
C 3.22 -0.22 -1.47  -0.294
P -2.11 -1.10 0.26  0.620
H 1.26 1.89 -2.76  0.063
O 0.29 0.74 2.97  0.178
C -3.45 -0.38 -0.73  -0.279
O 1.05 3.05 2.57  0.100
C 0.16 0.42 1.85  -0.321
H 3.24 0.98 1.42  0.090
H -3.10 -0.26 -1.76  0.059
C -2.11 -2.84 -0.25  -0.280
H -4.32 -1.06 -0.71  0.081
H -2.85 -0.07 2.32  0.065
Au -0.05 -0.16 -0.09  0.470
C 3.03 1.74 0.64  -0.167
H 2.47 2.53 1.11  0.031

## Properties
Spin multiplicity = 3
DFT total energy = -1970.8973 Ha
Relative energy (zero: lowest compared OMol25 entry of this formula, charge and spin) = 34.27 kcal/mol
<S²> = 2.0335
Total charge = +2
Gap between HOMO and LUMO (alpha / beta) = 5.95 / 5.49 eV

Density functional theory data (wB97M-V/def2-TZVPD) for C7H18AuI2NO4P2 as an isolated structure in a non-equilibrium geometry.

Last column: Löwdin charge in e.
CARTESIAN COORDINATES (ANGSTROEM)
H -1.71 3.03 -1.14  0.066
H -4.12 -0.10 -1.69  0.076
H -1.60 1.92 -2.53  0.067
H -3.30 -1.39 -0.74  0.032
H 3.91 -1.25 1.89  0.082
H -2.59 -0.84 -2.28  0.050
H 2.25 -1.55 2.52  0.055
H -3.34 0.40 1.57  0.056
H 3.43 1.25 -0.26  0.065
C -2.18 2.16 -1.63  -0.220
I -1.68 -4.76 -1.53  0.511
I -1.48 -4.58 1.15  0.467
H 4.41 -0.22 -0.63  0.078
C 3.40 0.23 -0.68  -0.220
H -2.74 2.07 1.42  0.072
H 3.09 0.30 -1.74  0.067
C -3.14 -0.52 -1.38  -0.276
C -3.21 1.24 0.88  -0.229
H -3.21 2.42 -1.92  0.078
P 2.21 -0.79 0.22  0.688
H 2.09 -2.46 -1.49  0.053
H -4.20 1.57 0.52  0.082
O 1.43 3.84 -0.45  0.015
Au -0.03 -0.12 -0.09  0.728
P -2.18 0.73 -0.52  0.689
H 3.49 -2.74 -0.40  0.077
O 0.92 3.61 1.78  0.010
H 1.82 -3.17 0.12  0.027
O -0.37 0.40 2.99  0.178
H 2.86 0.12 2.37  0.073
O 0.63 2.00 0.34  -0.292
C -0.23 0.23 1.83  -0.192
C 2.86 -0.87 1.90  -0.230
C 2.42 -2.45 -0.45  -0.271
N 1.00 3.19 0.56  -0.511

## Properties
Spin multiplicity = 3
DFT total energy = -2046.1649 Ha
Relative energy (zero: lowest compared OMol25 entry of this formula, charge and spin) = 0.00 kcal/mol
<S²> = 2.0106
Total charge = +2
Gap between HOMO and LUMO (alpha / beta) = 3.62 / 1.56 eV

Density functional theory data (wB97M-V/def2-TZVPD) for C7H18ClCrLaO as an isolated structure in a non-equilibrium geometry.

Last column: Löwdin charge in e.
CARTESIAN COORDINATES (ANGSTROEM)
H 1.04 2.98 1.70  0.084
C -1.61 -0.90 1.40  -0.282
C -0.96 1.09 -1.45  -0.488
H -0.52 -0.67 -5.28  -0.081
C 0.79 2.00 2.09  -0.071
C 3.15 1.35 1.64  -0.064
H 3.36 1.39 2.72  0.081
H -0.07 -2.04 -4.21  -0.081
C 1.69 0.98 1.43  -0.563
H 3.80 0.61 1.16  0.081
Cr -0.24 -0.09 0.13  0.339
La 0.94 0.24 -2.63  1.523
H -2.62 -0.55 1.15  -0.023
H -1.39 -0.68 2.45  -0.034
H 1.00 2.04 3.17  0.082
H 3.33 2.33 1.19  0.081
H -2.10 1.09 -1.35  -0.042
H 3.92 0.83 -3.06  -0.089
H -0.77 2.17 -1.17  -0.060
Cl 0.39 -1.99 -1.10  0.021
H -0.29 1.84 1.97  0.070
C 3.10 1.57 -3.15  -0.410
H -1.57 -1.99 1.25  -0.040
H -1.54 -1.10 -3.87  -0.054
H 3.10 2.08 -4.13  -0.094
H 1.52 -0.01 1.91  0.125
H 3.14 2.30 -2.30  -0.078
C -0.49 -1.01 -4.23  -0.435
O 1.42 0.86 0.00  -0.498

## Properties
Spin multiplicity = 4
DFT total energy = -1888.9241 Ha
<S²> = 3.9319
Total charge = -1
Gap between HOMO and LUMO (alpha / beta) = 6.41 / 6.48 eV